Entry 1:
C33H45Cl2N2OOsP3S | the ωB97M-V functional and the def2-TZVPD basis

Values from the calculation:
expectation value of S²: 6.031
orbital gap (spin up / spin down): 5.1 / 6.3 eV
maximum force: 9.8 eV/A
total charge: +2
molar mass: 871.9 g/mol
HOMO (spin up / spin down): -9.7963 / -13.3064 eV
LUMO (spin up / spin down): -4.682 / -6.995 eV
multiplicity: 5
calculated total energy: -3901.88493 Eh

The geometry in XYZ format:
```
88
Properties=species:S:1:pos:R:3:forces:R:3
P 1.175 1.529 -4.583 0.4 -0.2 0.8
C 2.933 1.712 -4.801 -0.5 0.2 0.0
C 3.484 1.144 -5.957 0.0 0.3 0.4
H 2.867 0.495 -6.583 0.4 0.2 0.1
C 4.791 1.468 -6.274 0.2 -0.1 0.1
H 5.216 1.029 -7.169 0.2 0.2 0.1
C 5.531 2.320 -5.446 -0.2 -0.2 -0.2
H 6.559 2.552 -5.719 -0.2 0.0 0.1
C 4.968 2.858 -4.285 0.0 0.0 0.2
H 5.555 3.517 -3.647 -0.1 -0.2 -0.2
C 3.657 2.554 -3.933 0.0 -0.2 -0.6
H 3.194 2.970 -3.033 0.2 -0.1 -0.3
C 0.537 0.111 -5.455 0.6 0.2 -0.2
C 1.156 -1.148 -5.261 -0.4 0.5 -0.2
H 2.059 -1.244 -4.652 -0.4 0.1 -0.1
C 0.620 -2.244 -5.913 -0.1 -0.1 0.0
H 1.048 -3.225 -5.747 0.0 0.0 -0.1
C -0.465 -2.090 -6.782 -0.2 0.0 0.0
H -0.891 -2.959 -7.293 0.3 0.3 0.2
C -1.015 -0.828 -7.005 -0.4 -0.1 -0.1
H -1.842 -0.693 -7.694 0.1 -0.2 0.0
C -0.535 0.287 -6.335 0.5 -0.4 0.2
H -0.932 1.282 -6.516 -0.1 -0.2 0.0
C 0.241 3.022 -4.870 0.1 -0.2 0.4
C 0.542 3.633 -6.087 -0.4 0.1 0.3
H 1.315 3.200 -6.718 -0.2 0.2 -0.1
C -0.168 4.768 -6.438 0.1 0.2 -0.1
H 0.068 5.233 -7.388 -0.2 0.2 0.1
C -1.138 5.291 -5.581 0.1 0.0 -0.2
H -1.680 6.188 -5.891 0.1 -0.3 0.2
C -1.399 4.690 -4.348 0.0 0.0 -0.1
H -2.144 5.115 -3.687 0.1 0.0 0.0
C -0.703 3.550 -3.959 0.4 -0.1 -0.5
H -0.861 3.110 -2.966 0.1 0.1 -0.5
Os 0.103 0.182 -0.554 -4.4 -3.0 8.3
C -1.758 -0.916 -0.699 -0.1 -0.1 -0.6
C -2.279 -1.087 -1.932 -0.8 0.4 -0.5
H -2.318 -1.337 0.155 0.7 0.4 -0.2
C -1.555 -0.383 -3.067 -0.3 0.0 -0.8
O -2.326 0.724 -3.566 -0.3 -0.1 -0.3
H -1.802 1.381 -4.076 -0.2 -0.8 0.4
C -0.376 0.076 -2.415 3.0 1.8 -0.3
H -1.196 -1.069 -3.841 -0.6 -0.1 -0.5
C 0.659 0.871 -2.188 1.6 2.1 -3.8
Cl -0.380 -0.735 1.895 -0.2 0.3 0.4
Cl 2.162 0.952 0.443 0.6 0.3 -0.6
P 1.276 -1.898 -0.377 0.9 -1.8 0.7
C 2.217 -2.329 1.136 -0.1 0.1 -0.1
H 1.528 -2.716 1.892 0.2 0.1 -0.2
H 2.699 -1.420 1.516 -0.1 -0.3 0.0
H 2.973 -3.077 0.889 0.0 0.0 0.0
C 0.302 -3.410 -0.704 0.0 0.2 -0.2
H -0.200 -3.312 -1.676 0.1 -0.1 0.2
H -0.454 -3.516 0.081 0.2 0.0 -0.1
H 0.960 -4.284 -0.715 -0.1 0.0 0.0
C 2.562 -1.895 -1.677 -0.2 -0.7 0.1
H 3.070 -0.939 -1.671 0.2 0.2 0.0
H 2.093 -2.067 -2.652 0.1 0.0 0.1
H 3.278 -2.704 -1.465 -0.2 0.3 -0.2
P -3.885 -1.815 -2.392 1.6 0.7 0.2
C -4.452 -2.839 -1.071 -0.3 -0.6 0.6
C -3.579 -2.769 -3.879 -0.2 -0.3 -0.1
H -4.597 -2.247 -0.155 0.0 -0.1 -0.3
H -3.732 -3.646 -0.858 -0.2 0.3 -0.1
H -5.408 -3.293 -1.348 0.1 0.0 0.1
H -3.194 -2.125 -4.679 -0.1 -0.1 0.2
H -4.518 -3.230 -4.208 0.2 0.0 0.0
H -2.847 -3.561 -3.665 -0.2 0.2 0.0
C -5.009 -0.483 -2.738 -0.3 0.6 0.0
H -5.174 0.106 -1.816 0.1 -0.3 -0.4
H -5.965 -0.873 -3.097 0.0 0.1 0.0
H -4.550 0.178 -3.497 -0.3 -0.4 0.4
H 1.519 1.415 -1.631 -0.7 -0.2 -2.1
S -1.090 2.217 0.191 -0.2 0.5 -0.2
C -0.875 2.379 1.890 1.2 0.3 1.0
N -1.910 2.259 2.708 -1.5 -0.9 -0.8
C -1.771 1.980 4.133 0.3 0.1 0.3
C -0.591 2.787 4.654 0.1 -0.5 0.2
C 0.648 2.507 3.822 0.1 0.2 0.0
N 0.345 2.652 2.394 -1.2 -0.4 -0.3
H -2.776 1.919 2.246 1.0 0.5 0.5
H -1.609 0.906 4.290 0.0 0.1 -0.1
H -2.694 2.274 4.630 0.0 0.0 0.0
H -0.393 2.513 5.694 0.0 0.1 -0.1
H -0.824 3.841 4.620 -0.1 0.4 0.0
H 1.032 1.499 4.010 -0.1 0.0 -0.1
H 1.438 3.227 4.053 -0.1 -0.1 0.0
H 1.115 2.525 1.752 0.0 0.1 -0.1
```
Forces are in eV/Å.

Entry 2:
C33H45N2OSi | the ωB97M-V functional and the def2-TZVPD basis

Values from the calculation:
orbital gap: 8.1 eV
maximum force: 1.9 eV/A
total charge: +1
molar mass: 513.8 g/mol
HOMO: -10.8941 eV
LUMO: -2.842 eV
calculated total energy: -1758.52471 Eh

The geometry in XYZ format:
```
82
Properties=species:S:1:pos:R:3:forces:R:3
C -3.272 -4.549 -1.456 -0.2 -0.1 -0.1
Si -4.072 -3.243 -0.404 0.3 0.3 0.2
C -5.630 -2.578 -1.174 0.0 -0.1 -0.1
C -4.426 -3.880 1.307 -0.1 -0.2 0.2
O -2.996 -1.949 -0.356 0.1 0.2 -0.3
C -2.180 -1.423 0.667 -0.2 0.4 -0.3
C -3.043 -0.650 1.677 0.3 -0.3 0.0
C -4.299 -0.172 1.298 -0.4 -0.1 0.4
C -5.120 0.480 2.227 0.3 0.0 -0.2
C -4.650 0.725 3.519 0.0 0.1 0.0
C -3.355 0.334 3.870 0.1 0.0 -0.1
C -2.555 -0.348 2.948 -0.3 0.3 0.4
C -1.290 -2.548 1.209 -0.7 0.0 0.0
C -1.443 -3.068 2.492 0.6 -0.3 0.0
C -0.594 -4.089 2.934 -0.2 0.1 -0.2
C 0.322 -4.664 2.056 0.3 0.0 -0.1
C 0.402 -4.215 0.731 -0.3 0.2 -0.1
C -0.420 -3.165 0.305 0.5 -0.4 0.2
C -1.277 -0.351 -0.045 -0.1 -0.4 0.1
C -2.076 0.743 -0.755 0.6 0.2 -0.5
C -2.005 1.988 0.137 -0.3 0.4 0.2
C -0.840 1.766 1.113 -0.5 0.5 0.3
N -0.449 0.379 0.926 1.2 -0.8 0.5
C 0.678 -0.096 1.499 -1.2 -0.1 -0.9
C 1.295 0.567 2.530 1.5 0.6 0.9
C 2.736 0.574 2.725 -0.8 -1.6 0.1
C 3.269 0.725 4.138 -0.2 -0.2 -0.8
C 4.391 -0.015 4.525 0.4 0.3 -0.1
C 5.004 0.240 5.750 -0.2 -0.2 0.1
C 4.458 1.168 6.643 0.1 0.0 -0.3
C 3.271 1.809 6.298 -0.5 -0.2 -0.1
C 2.640 1.549 5.071 0.4 0.4 0.3
H -3.906 -5.445 -1.463 0.2 0.1 -0.1
H -3.161 -4.191 -2.485 0.0 -0.1 0.1
H -2.283 -4.826 -1.078 -0.2 0.0 0.0
H -6.351 -3.398 -1.285 0.1 0.2 -0.1
H -6.093 -1.801 -0.556 0.0 -0.2 -0.1
H -5.427 -2.156 -2.165 -0.1 -0.1 0.1
H -5.317 -4.525 1.246 0.2 0.1 0.1
H -3.595 -4.480 1.701 -0.2 0.1 -0.1
H -4.640 -3.071 2.019 0.0 -0.2 -0.2
H -4.661 -0.328 0.281 0.1 -0.1 0.4
H -6.120 0.799 1.919 0.4 -0.1 0.2
H -5.289 1.234 4.247 0.3 -0.2 -0.3
H -2.958 0.540 4.870 -0.2 0.0 -0.4
H -1.556 -0.673 3.238 -0.3 0.2 0.0
H -2.235 -2.702 3.138 0.3 0.0 0.0
H -0.670 -4.430 3.966 0.0 -0.1 -0.3
H 0.977 -5.475 2.390 -0.3 0.3 -0.1
H 1.094 -4.672 0.015 -0.3 0.1 0.4
H -0.406 -2.851 -0.747 0.1 -0.1 0.5
H -0.606 -0.861 -0.752 -0.3 0.1 0.3
H -1.530 0.943 -1.683 -0.3 0.0 0.0
H -3.094 0.438 -1.022 0.4 0.0 0.1
H -1.821 2.902 -0.439 -0.2 -0.2 0.0
H -2.942 2.127 0.691 0.3 0.0 -0.1
H 0.012 2.427 0.884 0.0 -0.3 0.1
H -1.144 1.980 2.151 0.1 -0.2 -0.4
H 1.036 -1.088 1.192 0.0 0.5 -0.6
H 0.681 0.993 3.313 -0.1 0.7 -0.4
H 3.255 -0.165 2.124 0.1 -0.3 0.3
H 4.789 -0.791 3.862 0.0 0.5 0.2
H 5.902 -0.307 6.020 -0.1 0.0 0.0
H 4.947 1.372 7.600 -0.2 -0.1 -0.4
H 2.793 2.493 6.996 0.1 -0.2 -0.1
H 1.663 1.989 4.855 0.5 0.1 0.0
C 7.061 4.568 -1.097 0.0 0.2 0.0
C 6.276 3.279 -0.799 0.0 -0.1 0.1
C 5.351 3.326 0.450 0.0 0.2 0.3
C 4.564 2.017 0.655 -0.1 -1.2 -0.1
N 3.482 1.958 1.711 -0.8 1.5 0.1
H 7.691 4.426 -1.980 -0.1 -0.1 0.1
H 6.419 5.425 -1.324 -0.1 -0.2 0.1
H 7.739 4.882 -0.294 -0.2 -0.2 0.0
H 5.674 3.047 -1.696 0.2 -0.1 0.4
H 7.026 2.480 -0.662 -0.4 0.1 -0.1
H 5.980 3.496 1.341 -0.3 0.1 -0.2
H 4.656 4.181 0.362 0.2 -0.3 0.0
H 4.060 1.723 -0.265 0.0 0.1 -0.1
H 5.225 1.181 0.891 0.3 0.2 0.0
H 3.723 2.554 2.505 -0.1 0.3 -0.3
H 2.602 2.306 1.286 0.7 0.0 0.6
```
Forces are in eV/Å.

Entry 3:
C33H46AlF32O6 | the ωB97M-V functional and the def2-TZVPD basis

Values from the calculation:
orbital gap: 6.0 eV
maximum force: 1.4 eV/A
total charge: -1
molar mass: 1173.6 g/mol
HOMO: -4.5538 eV
LUMO: 1.492 eV
calculated total energy: -5174.59745 Eh

The geometry in XYZ format:
```
118
Properties=species:S:1:pos:R:3:forces:R:3
C -6.550 4.142 -0.135 -0.2 -0.1 0.2
O -6.657 2.750 -0.160 -0.1 -0.4 -0.2
C -5.421 2.108 0.042 -0.1 0.1 0.5
C -4.825 2.330 1.407 0.1 -0.7 -0.6
C -3.469 1.677 1.469 0.2 0.9 0.5
C -2.389 2.480 0.749 -0.4 -0.5 -0.5
C -1.709 1.745 -0.403 0.2 0.6 0.9
C -0.204 1.864 -0.310 -0.1 0.3 -0.9
C 0.503 1.429 -1.586 -0.2 -1.0 0.5
C 1.701 0.503 -1.350 0.0 1.4 -0.2
C 3.003 1.038 -1.899 0.4 -1.1 -0.2
C 3.220 0.716 -3.380 -0.2 1.4 -0.1
Al 2.844 2.303 -4.617 -0.1 -0.2 -0.3
C 1.228 1.951 -5.843 1.2 0.2 0.5
C 1.533 2.173 -7.286 -0.7 -0.5 0.0
O 0.344 2.562 -8.025 -0.1 0.4 -0.1
H -5.831 4.512 -0.845 0.4 0.2 -0.5
H -6.284 4.508 0.839 0.3 0.2 0.6
H -7.520 4.532 -0.341 -0.7 0.3 -0.4
H -4.700 2.322 -0.732 0.2 0.4 -0.6
H -5.612 1.055 0.000 -0.3 -0.8 -0.4
H -4.727 3.364 1.663 -0.1 0.7 0.3
H -5.471 1.814 2.091 -0.6 0.1 0.8
H -3.209 1.651 2.507 0.3 -0.3 0.8
H -3.533 0.656 1.147 0.1 -0.6 -0.4
H -2.833 3.387 0.384 -0.2 0.6 -0.3
H -1.656 2.796 1.458 0.6 0.1 0.6
H -1.989 0.712 -0.315 -0.1 -0.7 -0.4
H -2.032 2.148 -1.343 -0.3 0.0 -0.7
H 0.118 1.277 0.525 0.4 -0.3 0.7
H 0.039 2.899 -0.146 0.2 0.6 0.5
H 0.763 2.270 -2.198 0.2 0.5 -0.3
H -0.228 0.860 -2.131 -0.4 -0.2 -0.6
H 1.513 -0.422 -1.843 -0.2 -0.9 -0.2
H 1.805 0.329 -0.294 0.0 -0.2 0.6
H 3.134 2.084 -1.697 -0.2 0.8 0.2
H 3.793 0.543 -1.357 0.5 -0.2 0.6
H 4.269 0.502 -3.498 0.6 -0.2 -0.3
H 2.670 -0.166 -3.658 -0.3 -0.6 -0.2
H 4.120 2.581 -5.603 0.2 -0.1 -0.1
H 2.641 3.669 -3.749 -0.1 0.0 0.2
H 0.445 2.642 -5.601 -0.6 0.4 0.5
H 0.911 0.939 -5.657 -0.5 -0.5 0.0
H 1.894 1.262 -7.736 0.5 -0.4 -0.2
H 2.280 2.925 -7.416 0.4 0.7 -0.3
H 0.189 1.908 -8.700 -0.1 -0.2 -0.2
C 6.011 -4.697 0.193 0.3 -0.5 0.1
C 6.773 -3.427 0.600 -0.3 0.0 -0.5
C 6.318 -2.722 1.878 0.1 0.2 0.2
F 5.038 -2.318 1.790 0.4 0.0 0.4
F 7.097 -1.626 2.066 -0.1 -0.1 0.0
F 6.765 -2.570 -0.440 0.4 0.1 0.1
F 8.069 -3.799 0.818 0.1 -0.1 0.2
O 5.005 -4.520 -0.772 0.0 0.2 0.0
C 3.750 -4.128 -0.390 0.1 -0.3 0.0
C 3.431 -2.730 -0.917 -0.2 0.4 -0.3
F 4.354 -1.856 -0.470 -0.3 0.0 -0.3
F 2.222 -2.351 -0.456 0.0 -0.2 0.1
F 3.598 -4.204 0.948 -0.2 -0.1 -0.1
F 2.876 -4.994 -0.943 -0.1 0.0 0.0
H 6.746 -5.331 -0.299 0.1 0.1 -0.1
H 5.656 -5.256 1.058 -0.1 0.2 0.1
H 6.434 -3.382 2.743 0.0 0.0 0.0
H 3.426 -2.714 -2.010 0.0 -0.1 0.0
C -8.269 0.071 1.564 0.5 0.6 0.0
C -9.716 0.142 1.050 0.4 -0.4 -0.3
C -10.830 -0.087 2.071 -0.3 0.1 0.1
F -10.747 -1.315 2.628 -0.1 0.2 -0.1
F -12.027 0.007 1.441 0.1 0.0 0.0
F -9.865 -0.704 0.009 -0.1 0.0 0.0
F -9.898 1.402 0.574 -0.1 0.2 0.2
O -7.580 -1.153 1.375 -0.4 -0.1 -0.2
C -7.715 -2.169 2.270 0.1 0.4 0.0
C -8.373 -3.391 1.633 -0.1 -0.3 -0.1
F -9.583 -3.075 1.136 0.1 -0.1 0.0
F -8.539 -4.342 2.582 0.0 0.0 0.0
F -8.365 -1.774 3.381 0.1 -0.2 0.1
F -6.468 -2.540 2.646 0.1 -0.1 0.1
H -7.704 0.782 0.965 -0.1 0.1 -0.2
H -8.180 0.426 2.590 -0.2 -0.1 0.1
H -10.792 0.672 2.858 0.0 0.0 0.0
H -7.746 -3.782 0.829 0.0 0.0 0.0
C 8.172 0.008 -2.252 -0.2 -0.3 0.6
C 8.451 -0.690 -3.591 -0.4 0.5 -0.1
C 9.904 -0.721 -4.064 0.2 -0.2 -0.1
F 10.394 0.525 -4.243 0.0 -0.4 -0.1
F 9.966 -1.370 -5.254 0.0 0.0 0.1
F 7.668 -0.164 -4.549 0.0 -0.1 -0.1
F 8.082 -1.995 -3.434 0.2 -0.2 0.1
O 7.718 1.341 -2.308 0.0 -0.1 -0.4
C 8.599 2.370 -2.416 -0.1 -0.1 0.2
C 8.428 3.104 -3.745 -0.1 0.3 -0.2
F 8.601 2.256 -4.775 0.0 0.2 0.0
F 9.373 4.075 -3.831 0.0 0.0 0.0
F 9.873 1.962 -2.232 0.1 0.2 0.1
F 8.313 3.250 -1.431 0.1 0.1 0.1
H 7.338 -0.531 -1.810 -0.1 -0.1 -0.1
H 9.003 -0.108 -1.556 0.2 0.0 -0.2
H 10.530 -1.257 -3.346 0.0 0.0 0.0
H 7.434 3.551 -3.808 0.0 0.0 0.0
C -3.864 -0.912 5.275 -0.6 0.0 -0.3
C -2.658 -1.142 4.351 0.1 0.4 0.4
C -2.025 -2.532 4.376 0.2 -0.2 -0.2
F -1.556 -2.832 5.609 0.0 -0.1 -0.4
F -0.985 -2.551 3.513 -0.1 0.0 0.1
F -1.724 -0.199 4.591 0.0 0.0 -0.2
F -3.114 -0.954 3.085 -0.1 -0.2 -0.1
O -3.605 -0.296 6.519 0.4 0.0 -0.1
C -3.201 -1.048 7.581 -0.3 0.0 -0.2
C -1.783 -0.676 8.012 0.3 0.0 0.1
F -0.923 -0.837 6.990 0.0 0.1 0.3
F -1.405 -1.494 9.022 0.0 0.0 0.0
F -3.314 -2.365 7.331 -0.1 0.0 0.3
F -4.022 -0.758 8.614 0.0 0.0 0.2
H -4.494 -0.198 4.750 0.1 0.1 -0.1
H -4.461 -1.816 5.392 0.2 -0.1 0.0
H -2.750 -3.291 4.067 0.0 0.0 0.1
H -1.751 0.362 8.350 0.0 0.0 0.0
```
Forces are in eV/Å.